3 unconnected molecules or ions with the total composition C22H47NO6 at a distorted geometry, computed with ωB97M-V/def2-TZVPD.

## Properties
SMILES = COCCCCCCC[C@H]1OC(=O)O[C@H]1CCCN.CCOCC.CCOCC
Kohn-Sham gap = 9.81 eV
E = -37349.602 eV
LUMO energy = 0.63 eV

```
76
Properties=species:S:1:pos:R:3:forces:R:3:mulliken_charge:R:1
C 0.892 -3.594 1.441 0.1 -0.3 -0.5 -0.76
O 0.874 -3.527 0.031 0.3 -0.1 0.2 -0.34
C -0.381 -3.199 -0.504 0.0 -0.4 -0.2 -0.63
C -0.187 -2.657 -1.889 0.3 0.1 0.1 -0.77
C 0.901 -1.609 -1.973 -0.7 0.4 -0.9 -0.60
C 0.903 -0.946 -3.370 0.2 -0.3 1.1 -1.11
C 0.363 0.466 -3.400 0.0 0.2 -0.6 0.30
C 0.101 0.894 -4.845 0.3 0.6 0.4 -1.10
C 0.551 2.310 -5.221 -0.5 -0.6 0.7 -1.12
C -0.172 3.509 -4.599 0.2 0.3 -0.9 0.47
O -1.282 3.232 -3.748 -0.3 -0.6 0.0 -0.38
C -1.027 3.654 -2.501 -1.1 0.6 1.4 0.54
O -1.831 3.665 -1.595 1.3 -0.5 -1.3 -0.61
O 0.221 4.175 -2.430 0.2 -0.3 0.2 -0.39
C 0.551 4.554 -3.784 -0.2 0.2 0.2 0.00
C 1.982 4.902 -4.080 0.3 -0.2 0.5 -1.08
C 2.770 5.408 -2.884 0.3 -0.4 0.0 -0.71
C 3.331 4.341 -1.904 -0.6 -0.1 -0.4 -0.69
N 2.989 2.956 -2.125 0.4 -0.2 0.3 -0.56
H -0.051 -3.935 1.839 -0.4 -0.1 0.2 0.36
H 1.158 -2.636 1.845 0.0 0.7 0.4 0.31
H 1.644 -4.308 1.731 0.3 -0.3 0.1 0.25
H -0.981 -4.101 -0.563 -0.4 -0.3 0.1 0.35
H -0.923 -2.496 0.117 0.0 0.4 0.3 0.43
H -1.118 -2.231 -2.232 -0.5 0.1 -0.2 0.33
H 0.064 -3.462 -2.563 0.1 -0.4 -0.3 0.29
H 0.685 -0.855 -1.234 0.2 0.4 0.5 0.32
H 1.854 -2.055 -1.773 0.5 -0.2 0.3 0.38
H 1.924 -0.971 -3.718 0.3 0.2 -0.5 0.38
H 0.303 -1.552 -4.029 -0.2 -0.3 -0.5 0.53
H 1.079 1.154 -2.979 0.4 0.2 0.4 -0.15
H -0.533 0.529 -2.809 -0.5 0.1 0.4 0.40
H 0.725 0.241 -5.431 0.0 -0.3 -0.7 0.56
H -0.928 0.758 -5.129 -0.5 -0.3 -0.1 0.31
H 0.386 2.416 -6.276 0.2 0.0 -0.6 0.38
H 1.614 2.335 -5.052 0.5 0.3 0.1 0.43
H -0.556 4.048 -5.450 -0.5 0.2 -0.2 0.44
H -0.009 5.470 -3.926 -0.3 0.4 0.0 0.48
H 2.518 4.113 -4.577 0.2 -0.5 -0.1 0.28
H 1.945 5.714 -4.785 -0.1 0.4 -0.5 0.52
H 2.174 6.114 -2.332 -0.3 0.4 0.2 0.39
H 3.609 5.949 -3.287 0.4 0.4 -0.1 0.43
H 2.950 4.581 -0.930 0.0 0.1 0.6 0.30
H 4.404 4.411 -1.869 0.5 0.1 0.0 0.39
H 2.044 2.752 -1.865 -0.4 -0.1 -0.1 0.19
H 3.200 2.626 -3.047 0.0 -0.2 -0.3 0.26
C -1.835 3.611 2.125 0.0 0.2 0.1 -0.79
C -2.791 2.461 2.372 0.0 0.1 -0.1 -0.34
O -2.879 2.052 3.727 0.0 -0.2 0.1 -0.43
C -3.321 3.030 4.646 0.0 0.1 0.0 -0.32
C -4.711 3.571 4.357 0.0 0.0 -0.1 -1.03
H -0.831 3.367 2.475 0.0 0.0 0.0 0.26
H -1.789 3.830 1.058 0.0 0.0 0.0 0.22
H -2.154 4.521 2.636 0.0 0.0 0.0 0.26
H -2.444 1.585 1.829 0.0 -0.1 0.0 0.32
H -3.786 2.697 1.978 0.0 0.1 0.0 0.28
H -2.596 3.849 4.712 0.0 0.0 0.0 0.29
H -3.321 2.532 5.616 0.0 0.0 0.0 0.33
H -4.759 4.088 3.399 0.0 0.1 0.0 0.27
H -5.005 4.280 5.132 0.0 0.0 0.0 0.39
H -5.439 2.759 4.335 0.0 0.0 0.0 0.28
C -1.284 -7.341 4.898 0.0 0.1 0.0 -1.05
C -0.209 -7.559 3.845 -0.1 -0.2 0.1 -0.35
O 0.436 -6.373 3.425 0.1 0.2 -0.1 -0.39
C 1.115 -5.644 4.432 0.0 0.0 0.1 -0.15
C 2.224 -6.426 5.115 0.0 -0.1 0.0 -1.19
H -2.038 -6.643 4.533 0.0 0.0 0.0 0.29
H -1.770 -8.287 5.136 0.0 0.0 0.0 0.40
H -0.874 -6.936 5.824 0.0 -0.1 0.0 0.27
H -0.664 -7.971 2.945 0.0 0.0 0.0 0.33
H 0.525 -8.294 4.192 0.0 0.0 0.0 0.30
H 0.402 -5.257 5.169 0.0 0.0 0.0 0.30
H 1.541 -4.778 3.929 0.0 0.0 -0.1 0.26
H 1.845 -7.302 5.644 0.0 0.0 0.1 0.28
H 2.733 -5.793 5.842 0.0 0.0 0.0 0.39
H 2.953 -6.771 4.382 0.0 0.0 0.0 0.31
```
Forces are in eV/Å.